#i
# C5H6O3

A single C5H6O3 molecule (ωB97M-V/def2-TZVPD, the Open Molecules 2025 dataset).

Atoms and positions in Å:
C 1.3656 0.6654 0.0072
C 1.2545 -0.8107 0.0092
C 0.1936 1.3483 0.1796
C 0.1858 -1.7100 0.0779
C -1.4371 -0.0219 -0.0651
O -1.0770 -1.3189 0.3444
O -2.3435 0.5576 0.7754
O -1.7199 -0.0083 -1.3916
H 2.3618 0.9692 0.2194
H 2.3423 -1.1701 -0.1346
H -0.1971 2.3679 0.0891
H 0.3680 -2.8029 0.2198
H -3.0976 0.0095 0.8678
H -1.3251 0.7542 -1.8404

Calculated values
total charge	0
E_LUMO	0.70	eV
E_HOMO	-8.23	eV


#ii
# C5H6O3

A single C5H6O3 molecule (ωB97M-V/def2-TZVPD, the Open Molecules 2025 dataset).

Atoms and positions in Å:
C 2.6541 0.3026 0.0688
C 0.4571 -0.1464 -0.0788
C -0.5626 -1.0070 0.0519
C -1.9863 -0.6911 0.0642
C -2.6367 0.8010 0.0839
H 3.5031 -0.3915 0.1654
H 2.7339 1.1431 -0.7262
H 2.5464 0.8414 1.1130
H 0.5154 0.8645 -0.2634
H -0.4448 -2.1506 0.0038
H -3.6101 0.8328 0.3750
O 1.6914 -0.6338 -0.3716
O -2.8249 -1.6253 -0.2066
O -2.0360 1.8603 -0.2794

Calculated values
SMILES	CO/C=C/C(=O)C=O
total charge	0
E_LUMO	-0.73	eV
E_HOMO	-9.79	eV


What is the stability order? It is #ii, #i, from most stable to least stable.


#i
# H9O5

A 5-piece molecular cluster, H9O5 overall (ωB97M-V/def2-TZVPD, the Open Molecules 2025 dataset).

Atoms and positions in Å:
O -0.9088 0.5673 -0.1721
H -1.5020 0.6976 0.5750
O -1.4209 0.9296 -2.9058
H -0.6691 1.4456 -2.5957
H -1.7002 0.5364 -2.0573
O -0.9384 -1.9310 0.6942
H -0.5337 -2.5146 0.0441
H -0.8008 -1.0281 0.2600
O 1.5198 1.2878 0.4123
H 1.6471 2.2034 0.1504
H 0.5779 1.0098 0.2150
O 1.8229 -1.3177 2.0057
H 2.0322 -0.4907 1.5438
H 0.8742 -1.3953 1.8302

Calculated values
total charge	-1
E_LUMO	4.19	eV
E_HOMO	-5.11	eV


#ii
# H9O5

A 5-piece molecular cluster, H9O5 overall (ωB97M-V/def2-TZVPD, the Open Molecules 2025 dataset).

Atoms and positions in Å:
O 0.9643 0.9215 0.2473
H 0.3472 1.6350 0.0895
O 1.4722 0.1982 2.8390
H 1.9063 -0.6621 2.7765
H 1.2886 0.5409 1.9322
O 0.4378 -1.3691 -0.4853
H 0.5129 -1.6980 0.4180
H 0.7127 -0.1280 -0.1507
O -0.7096 0.7690 -2.7631
H -0.5138 1.3140 -1.9860
H -1.0517 -0.0416 -2.3509
O -2.1486 -0.7217 -0.1772
H -2.0254 0.2245 -0.0459
H -1.1929 -0.9826 -0.3433

Calculated values
total charge	-1
E_LUMO	4.08	eV
E_HOMO	-5.31	eV


What is the stability order? It is #i, #ii, from most stable to least stable.


#i
# C4H12OS2

A 2-piece molecular cluster, C4H12OS2 overall (ωB97M-V/def2-TZVPD, the Open Molecules 2025 dataset).

Atoms and positions in Å:
C 1.1574 0.3226 -1.4092
C 2.2706 -0.2110 -0.5075
C 0.6219 1.7895 -1.1211
S 0.4185 2.3569 0.6909
S -0.6643 0.7583 1.3920
C -2.4857 1.4325 1.2567
H 0.3117 -0.3408 -1.3380
H 1.6792 0.5030 -2.3166
H 2.7981 -1.2320 -0.5727
H 1.8509 -0.3191 0.4830
H 3.0293 0.5260 -0.6909
H -0.0170 2.0521 -1.9657
H 1.6425 2.3703 -1.3103
H -2.4025 2.2472 0.5455
H -2.8757 1.9097 2.2115
H -3.1250 0.6583 0.9007
H -0.8586 -4.3494 1.2406
H -2.0513 -5.3819 0.9566
O -1.3000 -5.0919 1.5545

Calculated values
SMILES	CCCSSC.O
total charge	0
E_LUMO	0.45	eV
E_HOMO	-9.02	eV


#ii
# C4H12OS2

A 2-piece molecular cluster, C4H12OS2 overall (ωB97M-V/def2-TZVPD, the Open Molecules 2025 dataset).

Atoms and positions in Å:
C 0.9856 1.6396 -0.2317
C 2.2011 0.7340 -0.4579
C -0.2164 1.1009 0.5643
S -1.3555 -0.0806 -0.2001
S -0.1956 -1.8326 -0.4116
C -0.3222 -1.9962 -2.2462
H 0.5313 1.9662 -1.1700
H 1.3436 2.5075 0.3285
H 2.4665 0.3409 0.5233
H 3.0230 1.2792 -0.9099
H 1.9180 -0.0738 -1.1258
H -0.8824 1.9296 0.8247
H 0.0097 0.6403 1.5263
H -0.5759 -3.0260 -2.5017
H 0.6063 -1.7549 -2.7551
H -1.1279 -1.3553 -2.5831
H -3.0932 0.0130 3.9225
H -2.3077 -1.0772 3.1243
O -3.0083 -0.9545 3.7791

Calculated values
SMILES	CCCSSC.O
total charge	0
E_LUMO	0.50	eV
E_HOMO	-8.54	eV


#iii
# C4H12OS2

A 2-piece molecular cluster, C4H12OS2 overall (ωB97M-V/def2-TZVPD, the Open Molecules 2025 dataset).

Atoms and positions in Å:
C -1.2464 0.8134 -1.7005
C -1.5397 2.1926 -1.1902
C 0.1992 0.7632 -1.9816
S 1.2131 0.8037 -0.3605
S 0.5456 -0.9365 0.5721
C 2.1180 -1.8066 0.8935
H -1.4877 -0.0764 -1.0561
H -1.7591 0.6505 -2.6971
H -2.5745 2.4106 -1.1194
H -1.0138 2.0570 -0.1470
H -0.9284 2.9763 -1.8070
H 0.4170 -0.2676 -2.3790
H 0.3806 1.6576 -2.7236
H 1.9835 -2.5804 1.6653
H 2.5682 -2.1592 -0.0889
H 2.8561 -1.1221 1.3887
H -1.2841 -1.6468 4.4902
H -0.0766 -2.2829 3.9161
O -0.3712 -1.4465 4.3250

Calculated values
SMILES	CCCSSC.O
total charge	0
E_LUMO	0.47	eV
E_HOMO	-8.26	eV


#iv
# C4H12OS2

A 2-piece molecular cluster, C4H12OS2 overall (ωB97M-V/def2-TZVPD, the Open Molecules 2025 dataset).

Atoms and positions in Å:
C -1.6787 2.5810 0.5301
C -0.5350 2.1670 1.4565
S 0.3974 0.6113 1.1932
S -1.0242 -0.8240 1.2523
C -0.9438 -1.4912 -0.4374
C -2.1468 -2.4190 -0.6894
H -2.4082 1.7883 0.4100
H -1.2259 2.6987 -0.4715
H -1.8981 3.6314 0.7085
H -0.9761 1.9062 2.4189
H 0.1802 2.9529 1.4690
H -1.0995 -0.6011 -1.0455
H -0.0082 -1.9299 -0.7622
H -1.8586 -3.1086 -1.4780
H -2.9836 -1.8181 -1.0526
H -2.5519 -2.8756 0.2092
H 5.3875 -0.5528 -5.1312
H 5.6715 -0.7626 -3.6367
O 6.0116 -0.3481 -4.4315

Calculated values
SMILES	CCSSCC.O
total charge	0
E_LUMO	0.66	eV
E_HOMO	-8.41	eV


What is the stability order? It is #ii, #iv, #iii, #i, from most stable to least stable.


#i
# CH5N3O2

A 2-piece molecular cluster, CH5N3O2 overall (ωB97M-V/def2-TZVPD, the Open Molecules 2025 dataset).

Atoms and positions in Å:
N 1.7953 0.7811 1.1261
O 0.7474 1.6542 0.9861
O 2.4870 0.9757 2.0722
H 0.3021 1.3368 0.1388
N -1.2368 -1.1353 -0.0120
C -0.2005 -0.6131 -0.7167
N -0.2400 0.1929 -1.6906
H -2.1851 -0.9322 -0.2893
H -1.0939 -1.8262 0.7039
H -1.1810 0.4716 -1.9675
H 0.8055 -0.9055 -0.3511

Calculated values
SMILES	[H]/N=C\N.O=NO
total charge	0
E_LUMO	0.54	eV
E_HOMO	-10.03	eV


#ii
# CH5N3O2

A 2-piece molecular cluster, CH5N3O2 overall (ωB97M-V/def2-TZVPD, the Open Molecules 2025 dataset).

Atoms and positions in Å:
C 1.5317 -1.1235 -0.0046
N -0.0553 1.6056 0.0260
N -0.2792 0.2968 -0.0403
N -1.4543 -0.3143 0.0064
O -1.4558 -1.5195 0.0191
O -2.4272 0.4233 0.0167
H 1.4331 -1.4525 -1.0181
H 2.2317 -0.3539 0.2442
H 1.1421 -1.7541 0.7695
H -0.4669 2.0803 0.8258
H -0.1999 2.1119 -0.8446

Calculated values
total charge	0
E_LUMO (spin up / spin down)	-1.13 / -1.13	eV
E_HOMO (spin up / spin down)	-9.40 / -9.40	eV


What is the stability order? It is #i, #ii, from most stable to least stable.


#i
# CH2IOP

A 2-piece molecular cluster, CH2IOP overall (ωB97M-V/def2-TZVPD, the Open Molecules 2025 dataset).

Atoms and positions in Å:
C -0.9271 -1.1364 -0.2781
O -1.8742 -0.9536 -1.0021
P -0.6459 -0.4058 1.5416
I -2.6882 0.5388 2.3514
H 0.0221 -1.7950 -0.6472
H -0.0694 1.4036 0.5959

Calculated values
total charge	0
E_LUMO	-1.25	eV
E_HOMO	-9.32	eV


#ii
# CH2IOP

CH2IOP as an isolated structure (ωB97M-V/def2-TZVPD, the Open Molecules 2025 dataset).

Atoms and positions in Å:
C 0.3072 0.4398 0.0453
O -0.4400 -2.0793 -0.6554
P -0.3688 -1.2624 0.5492
I -1.6332 1.3645 -0.0243
H 0.8923 0.7575 -0.9572
H 1.2425 0.7798 1.0425

Calculated values
total charge	0
E_LUMO	-0.61	eV
E_HOMO	-9.61	eV


What is the stability order? It is #ii, #i, from most stable to least stable.


#i
# C3H10N

A 2-piece molecular cluster, C3H10N overall (ωB97M-V/def2-TZVPD, the Open Molecules 2025 dataset).

Atoms and positions in Å:
N 2.0364 -0.3531 -0.3162
H 0.9882 -0.3589 -0.4114
H 2.2504 -0.2619 0.6777
H 2.3902 -1.2417 -0.6724
H 2.4256 0.4374 -0.8298
C -0.7407 1.3863 0.2190
C -0.9602 -0.0571 0.5759
C -1.1172 -1.0217 -0.3249
H 0.0203 1.8551 0.8391
H -0.4800 1.5126 -0.8301
H -1.6512 1.9609 0.3929
H -1.0503 -0.2867 1.6301
H -1.2495 -2.0509 -0.0275
H -1.2332 -0.7811 -1.3769

Calculated values
total charge	+1
E_LUMO	-4.00	eV
E_HOMO	-14.22	eV


#ii
# C3H10N

A 2-piece molecular cluster, C3H10N overall (ωB97M-V/def2-TZVPD, the Open Molecules 2025 dataset).

Atoms and positions in Å:
N 1.8747 -0.1481 2.0087
H 2.6549 -0.6509 2.5012
H 2.3130 0.1450 1.0984
H 1.6889 0.6972 2.6193
H 0.9043 -0.5512 1.8309
C -1.0298 -0.5052 -2.0302
C -1.2179 0.0049 -0.6430
C -0.3385 0.7580 0.0899
H -1.9552 -0.3231 -2.5343
H -0.9306 -1.5753 -2.0979
H -0.2222 0.0093 -2.6019
H -2.0480 -0.3979 -0.0384
H -0.5910 1.0251 1.1368
H 0.5804 1.1128 -0.4748

Calculated values
total charge	+1
E_LUMO	-4.31	eV
E_HOMO	-13.46	eV


#iii
# C3H10N

A 2-piece molecular cluster, C3H10N overall (ωB97M-V/def2-TZVPD, the Open Molecules 2025 dataset).

Atoms and positions in Å:
C 0.8951 4.5286 -4.3376
H -0.1157 4.3237 -4.0040
H 1.0603 4.1644 -5.3619
H 1.1416 5.5941 -4.2523
H 1.4496 3.7953 -3.6873
C 0.6991 -1.1732 2.1382
C -1.6122 -2.1342 1.5144
N -0.3238 -2.2002 1.5398
H 1.4385 -1.5601 2.8450
H 1.2331 -0.8933 1.2523
H 0.2695 -0.2411 2.6414
H -2.0489 -1.1454 1.4628
H -2.1330 -3.1636 1.5502
H 0.0797 -2.8006 0.8852

Calculated values
total charge	+1
E_LUMO	-6.36	eV
E_HOMO	-14.31	eV


#iv
# C3H10N

A 2-piece molecular cluster, C3H10N overall (ωB97M-V/def2-TZVPD, the Open Molecules 2025 dataset).

Atoms and positions in Å:
C 1.3034 -0.8000 -0.0885
C -1.2555 -0.5379 -0.0941
C 0.0966 0.0276 0.3303
N 0.0778 1.3977 -0.0964
H 1.1158 -0.8736 -1.1587
H 2.2766 -0.4907 0.2265
H 1.1382 -1.8127 0.2063
H -2.0994 0.0685 0.2230
H -1.4283 -1.4059 0.3671
H -1.3401 -0.5889 -1.2727
H -0.0331 -0.1194 2.1391
H -0.6299 1.8836 0.4868
H -0.3716 1.4910 -1.0827
H 1.1494 1.7608 -0.1860

Calculated values
total charge	+1
E_LUMO	-4.35	eV
E_HOMO	-14.82	eV


What is the stability order? It is #i, #ii, #iii, #iv, from most stable to least stable.